1.
Density functional theory data (ωB97M-V/def2-TZVPD) for the molecule C8H8N2O5 at a distorted geometry.

Values from the calculation:
* E_LUMO: -0.0375 Ha
* 2S+1: 1
* E_tot: -795.05476 Eh
* HOMO energy: -9.35 eV
* SMILES string: C/C([N+](=O)[O-])=[N+](\[O-])O[C@@H]1C=CC=CC1=O
* energy above the lowest of the compared OMol25 structures with the same formula, charge and spin: 185.8 kcal per mole
* Kohn-Sham gap: 8.3 eV

CARTESIAN COORDINATES (ANGSTROEM)
C  -1.35600  3.01668  0.20074
C  -2.31841  2.26193  -0.48258
C  -0.07988  2.57789  0.26329
C  -2.01816  1.06084  -1.00324
C  0.34572  1.31686  -0.37562
C  -0.73831  0.49712  -0.97263
C  1.72796  -3.13231  0.08358
C  1.16945  -1.83188  0.49710
N  0.11486  -1.85743  1.45107
N  1.59306  -0.66587  0.04295
O  -0.55327  -0.87269  1.74046
O  2.52997  -0.54894  -0.76035
O  -0.11501  -2.94193  1.92790
O  1.12644  0.52675  0.60001
O  -0.54254  -0.67217  -1.25361
H  -1.48796  4.02913  0.54377
H  -3.41747  2.58878  -0.55002
H  0.69846  3.17258  0.68036
H  -2.96286  0.42129  -1.35791
H  0.90406  1.63868  -1.33678
H  1.36912  -3.81683  0.81973
H  2.78161  -3.19729  0.08464
H  1.22914  -3.57118  -0.84286

Mulliken atomic charge list, values in e, 6 entries:
1 C -0.41
2 C -0.23
3 C -0.91
4 C -0.33
5 C 0.75
6 C 0.45


2.
Density functional theory data (ωB97M-V/def2-TZVPD) for the molecule C8H10N2S at a distorted geometry.

Values from the calculation:
* E_LUMO (spin up / spin down): -0.0199 / -0.0259 Ha
* 2S+1: 1
* E_tot: -818.36116 Eh
* HOMO energy (spin up / spin down): -7.55 / -8.40 eV
* energy above the lowest of the compared OMol25 structures with the same formula, charge and spin: 96.3 kcal per mole
* Kohn-Sham gap (spin up / spin down): 7.0 / 7.7 eV

CARTESIAN COORDINATES (ANGSTROEM)
C  2.79010  -0.82823  0.18387
C  2.01883  0.25826  -0.10050
C  0.93846  -1.59631  -0.50986
C  -2.63985  -2.24804  0.68838
C  -1.78984  -1.24817  0.52489
C  -0.19268  2.25890  -0.77765
C  -0.24463  2.78890  0.55484
C  -0.23699  0.47159  -1.09073
N  2.10856  -1.97356  -0.10078
N  0.80724  -0.22562  -0.53304
S  -1.80966  -0.19022  -0.90274
H  3.78854  -0.86433  0.56931
H  2.21621  1.30398  -0.00072
H  0.17253  -2.26040  -0.85736
H  -2.62912  -2.83936  1.58820
H  -3.36452  -2.51013  -0.06369
H  -1.04367  -0.97776  1.26029
H  -1.06234  2.52705  -1.36807
H  0.72682  2.49368  -1.30509
H  0.63611  2.79926  1.17518
H  -1.19009  2.86051  1.06526

Mulliken atomic charge list, values in e, 6 entries:
1 C -0.55
2 C -0.25
3 C -0.13
4 C -0.61
5 C -0.19
6 C -0.74


3.
Density functional theory data (ωB97M-V/def2-TZVPD) for the molecule C6H13NO2 at a distorted geometry.

Values from the calculation:
* E_LUMO: 0.0234 Ha
* 2S+1: 1
* E_tot: -441.62304 Eh
* HOMO energy: -9.05 eV
* SMILES string: CC(=O)C[C@@](C)(N)CO
* energy above the lowest of the compared OMol25 structures with the same formula, charge and spin: 35.7 kcal per mole
* Kohn-Sham gap: 9.7 eV

CARTESIAN COORDINATES (ANGSTROEM)
C  0.48024  -0.05943  0.14702
C  1.60808  0.78399  1.12894
C  -0.78008  0.68250  0.49796
C  0.46624  -1.54531  0.49336
C  -2.30904  -0.31330  -1.51466
C  -2.14162  -0.03494  -0.04212
N  0.87123  0.12689  -1.23324
O  2.83028  0.87741  0.38335
O  -3.05637  -0.27032  0.73968
H  3.46148  1.40150  0.90339
H  1.81045  -0.26543  -1.35214
H  1.00683  1.11969  -1.42831
H  1.32833  1.80298  1.41604
H  1.80060  0.22007  2.04807
H  -0.92674  0.70838  1.58202
H  -0.78243  1.70112  0.10162
H  -0.11632  -1.74944  1.39740
H  1.48315  -1.90923  0.67697
H  0.02138  -2.15284  -0.29987
H  -1.67880  0.35105  -2.10546
H  -3.34451  -0.12654  -1.81335
H  -2.03238  -1.34881  -1.72669

Mulliken atomic charge list, values in e, 6 entries:
1 C 1.53
2 C -0.84
3 C -1.17
4 C -1.90
5 C -1.05
6 C 0.56


4.
Density functional theory data (ωB97M-V/def2-TZVPD) for a cluster of 4 separate species, C26H28ClF14NO10S in total at a distorted geometry.

Values from the calculation:
* E_LUMO: -0.0567 Ha
* 2S+1: 1
* E_tot: -4071.12320 Eh
* HOMO energy: -8.60 eV
* SMILES string: CC[C@H](Cl)C1=C(N=C(C)C)C(=O)C(S(=O)(=O)C(F)(F)C(F)(F)F)=CC1=O.CCOC(=O)C(F)(F)F.CCOC(=O)C(F)(F)F.CCOC(=O)C(F)(F)F
* Kohn-Sham gap: 7.1 eV

CARTESIAN COORDINATES (ANGSTROEM)
C  -0.33163  -4.38144  3.18904
C  0.45300  -3.07721  2.92250
C  0.81539  -2.85594  1.41655
Cl  2.58584  -2.55506  1.33679
C  -0.01886  -1.72086  0.89394
C  -1.29263  -1.96051  0.49522
N  -1.92780  -3.18545  0.47073
C  -3.21417  -3.15565  0.60738
C  -4.05301  -3.69735  -0.50691
C  -3.89634  -2.59466  1.80682
C  -2.06638  -0.74063  0.05451
O  -2.79127  -0.71521  -0.91516
C  -1.79751  0.47550  0.90718
S  -3.15436  1.53782  1.37307
O  -4.33977  0.94115  0.84585
O  -2.88287  2.87871  0.96163
C  -3.14454  1.44723  3.22372
F  -2.11296  2.22136  3.62400
F  -2.87194  0.21356  3.65327
C  -4.43344  2.00566  3.92573
F  -4.58735  1.30608  5.06517
F  -5.53219  1.83965  3.20100
F  -4.27111  3.27837  4.26066
C  -0.54916  0.71226  1.28104
C  0.48163  -0.31375  0.84126
O  1.57847  0.03034  0.46912
H  -0.25426  -5.05489  2.34383
H  0.04792  -4.82937  4.10249
H  -1.38920  -4.18886  3.34324
H  -0.19950  -2.25934  3.22826
H  1.33054  -2.99573  3.55094
H  0.63140  -3.77900  0.89714
H  -3.66160  -4.68948  -0.73971
H  -3.93973  -3.08569  -1.39261
H  -5.08651  -3.82869  -0.19718
H  -4.71413  -1.92433  1.54509
H  -4.33232  -3.42905  2.35758
H  -3.18071  -2.06270  2.42930
H  -0.26602  1.57714  1.86364
C  -1.02213  4.79546  -0.34491
C  0.37505  4.78204  -0.92544
O  0.57969  5.86954  -1.85336
C  0.84247  7.04970  -1.31850
O  0.92110  7.28063  -0.14931
C  1.08269  8.08725  -2.42581
F  0.15058  8.01402  -3.37967
F  2.27466  7.89388  -3.01281
F  1.06579  9.32357  -1.94287
H  -1.76659  4.78965  -1.14178
H  -1.17512  3.93198  0.28483
H  -1.19093  5.69239  0.25137
H  0.53463  3.87194  -1.49966
H  1.13555  4.81169  -0.14553
C  0.15822  -7.37102  -4.94581
C  -0.06544  -6.00669  -4.33001
O  -0.54379  -6.11569  -2.97534
C  0.37665  -6.35988  -2.05432
O  1.54657  -6.49650  -2.23900
C  -0.27947  -6.40052  -0.66780
F  -1.39923  -7.13411  -0.66863
F  -0.60934  -5.16306  -0.26735
F  0.53749  -6.92039  0.24244
H  -0.75016  -7.97094  -4.88104
H  0.44274  -7.27159  -5.99250
H  0.94539  -7.91367  -4.42373
H  -0.83947  -5.47046  -4.87453
H  0.83753  -5.39829  -4.35978
C  4.66330  6.07541  -1.13218
C  5.62302  5.04938  -1.69095
O  6.03753  4.11802  -0.67409
C  5.17372  3.15141  -0.39791
O  4.10575  2.99249  -0.90614
C  5.76328  2.21304  0.66566
F  6.30993  2.90052  1.67421
F  6.71886  1.44484  0.12893
F  4.83070  1.41820  1.17015
H  5.10126  6.57983  -0.27030
H  4.41491  6.81903  -1.88813
H  3.73978  5.60413  -0.79512
H  6.53118  5.53354  -2.04318
H  5.19077  4.51520  -2.53629

Mulliken atomic charge list, values in e, 6 entries:
1 C -0.89
2 C -0.66
3 C 1.26
4 Cl -0.21
5 C 0.10
6 C 0.67


5.
Density functional theory data (ωB97M-V/def2-TZVPD) for a structure of composition C33H22F9MoNPS3SbSe3Te.

Values from the calculation:
* E_LUMO (spin up / spin down): 0.0705 / 0.0574 Ha
* 2S+1: 4
* E_tot: -11541.26203 Eh
* HOMO energy (spin up / spin down): -4.61 / -4.78 eV
* total charge: -1
* energy above the lowest of the compared OMol25 structures with the same formula, charge and spin: 11.0 kcal per mole
* Kohn-Sham gap (spin up / spin down): 6.5 / 6.3 eV

CARTESIAN COORDINATES (ANGSTROEM)
Mo  0.24628  -0.59811  -0.33149
Se  -2.07684  -0.93139  0.87348
Se  -2.50494  -3.20794  0.50921
Te  -2.58395  -3.11712  -1.99268
Se  -0.27049  -2.16911  -2.29725
S  2.05880  3.48354  0.69537
Sb  0.25838  3.69036  -0.62062
S  -1.60245  2.52189  0.54215
S  -0.83848  1.43438  -1.09046
F  7.55558  0.10118  3.64186
C  6.89333  1.21236  3.24648
F  7.56015  1.72050  2.19803
F  7.00075  2.10013  4.25782
C  5.46016  0.91243  2.92841
C  4.64100  0.44678  3.95425
C  3.31862  0.15464  3.68682
C  2.80768  0.31869  2.39698
C  3.63095  0.79137  1.38771
C  4.96393  1.08671  1.65126
P  1.07114  -0.09453  2.01090
C  0.99362  -1.87897  2.41052
C  0.83776  -2.46231  3.66351
C  0.72862  -3.83789  3.77605
C  0.76307  -4.63781  2.64071
C  0.91161  -4.07738  1.38370
C  1.03410  -2.70236  1.28989
C  0.57368  -6.11799  2.78319
F  -0.73177  -6.44962  2.83394
F  1.11531  -6.79685  1.75932
F  1.13656  -6.58526  3.91800
C  0.17028  0.77112  3.33554
C  0.54971  2.07098  3.65799
C  -0.15556  2.78720  4.61166
C  -1.23991  2.20359  5.24656
C  -1.62890  0.90998  4.92963
C  -0.92522  0.19441  3.97550
C  -2.03726  2.98281  6.24774
F  -2.47539  2.20196  7.25591
F  -1.32699  3.98505  6.80141
F  -3.13225  3.54036  5.69218
H  5.03892  0.31814  4.95319
H  2.67788  -0.19909  4.48650
H  3.22290  0.92894  0.39510
H  5.60060  1.46013  0.86010
H  0.78631  -1.84405  4.55100
H  0.61589  -4.29554  4.75093
H  0.92395  -4.68103  0.48688
H  1.28079  -2.32497  0.28779
H  1.37329  2.54277  3.13913
H  0.13748  3.80036  4.85223
H  -2.48100  0.45943  5.42273
H  -1.24816  -0.80000  3.70811
C  2.50585  2.95019  -4.07365
C  3.52132  2.61230  -3.18583
C  3.37768  1.52587  -2.34085
C  2.21548  0.74555  -2.35592
C  1.21740  1.07343  -3.27563
C  1.35893  2.17226  -4.11599
N  2.07609  -0.33062  -1.43341
C  3.05211  -1.33624  -1.60770
C  3.46486  -1.72048  -2.89666
C  4.39830  -2.72380  -3.08217
C  4.96280  -3.38418  -1.99560
C  4.58214  -3.00678  -0.71886
C  3.65169  -1.99275  -0.52639
H  2.61091  3.80928  -4.72538
H  4.42284  3.21250  -3.13737
H  4.17007  1.27008  -1.64728
H  0.33113  0.45488  -3.33137
H  0.56300  2.41344  -4.81182
H  3.02320  -1.23132  -3.75505
H  4.67983  -3.00353  -4.09158
H  5.69254  -4.17075  -2.14551
H  5.02280  -3.48752  0.14805
H  3.42192  -1.68778  0.48073

Mulliken atomic charge list, values in e, 6 entries:
1 Mo -1.20
2 Se -0.03
3 Se -0.39
4 Te -0.12
5 Se -0.34
6 S -0.56


6.
Density functional theory data (ωB97M-V/def2-TZVPD) for a structure of composition C6H4BrN2Se4TaTe.

Values from the calculation:
* E_LUMO: -0.3186 Ha
* 2S+1: 1
* E_tot: -12844.83110 Eh
* HOMO energy: -15.08 eV
* total charge: +2
* energy above the lowest of the compared OMol25 structures with the same formula, charge and spin: 0.0 kcal per mole
* Kohn-Sham gap: 6.4 eV

CARTESIAN COORDINATES (ANGSTROEM)
Ta  0.00043  0.02154  -1.79192
Se  1.91400  -0.23904  -3.31856
Se  1.73572  -2.10043  -1.91098
Te  -0.11701  -3.57794  -2.77129
Se  -1.68576  -1.60564  -2.56616
Br  1.63220  2.10732  -0.12094
C  0.81317  0.85156  1.02706
C  0.96895  0.90126  2.39176
C  0.33001  -0.07461  3.14490
C  -0.43062  -1.05094  2.51122
C  -0.53196  -1.03152  1.13986
N  0.08549  -0.08339  0.39500
H  1.57191  1.67427  2.84591
H  0.42779  -0.07145  4.22271
H  -0.94019  -1.81847  3.07548
H  -1.10552  -1.76917  0.59601
Se  -2.25649  3.81323  -3.58354
C  -1.49122  2.51148  -2.89886
N  -0.92089  1.54195  -2.38766

Mulliken atomic charge list, values in e, 6 entries:
1 Ta 1.22
2 Se -0.04
3 Se -0.02
4 Te 0.38
5 Se -0.27
6 Br -0.05